[1]
Density functional theory data (ωB97M-V/def2-TZVPD) for a molecular structure, C30H32Ge2IrN5O6S3.

Structure (ORCA input):
```
! wB97M-V def2-TZVPD RIJCOSX def2/J DEFGRID3
* xyz 0 1
Ir 1.477 0.249 -0.644
N 4.945 -2.448 -0.945
C 3.894 -1.744 -0.494
S 2.431 -1.856 -1.441
N 3.973 -1.118 0.632
N 2.834 -0.481 0.985
C 2.635 -0.283 2.234
C 1.428 0.263 2.809
C 1.501 0.886 4.059
C 0.382 1.415 4.667
C -0.844 1.319 4.017
C -0.943 0.695 2.787
C 0.177 0.133 2.175
O 0.104 -0.579 1.043
H 4.901 -2.798 -1.885
H 5.845 -2.305 -0.521
H 3.429 -0.572 2.918
H 2.471 0.966 4.539
H 0.458 1.895 5.632
H -1.733 1.729 4.477
H -1.895 0.623 2.282
O -1.732 5.397 0.576
C -0.669 5.366 1.348
O -0.426 6.221 2.164
C 0.264 4.209 1.191
C 1.417 4.084 1.934
N 2.014 2.945 1.552
N 1.311 2.302 0.623
C 0.248 3.048 0.382
C -0.748 2.528 -0.595
O -1.715 3.216 -0.922
O -0.531 1.338 -1.005
H -1.790 4.610 -0.038
H 1.824 4.750 2.676
H 2.836 2.516 1.942
C 4.456 2.782 -0.936
O 4.931 1.789 -1.847
C 4.069 1.084 -2.585
S 4.683 -0.041 -3.616
S 2.363 1.447 -2.560
H 5.344 3.188 -0.459
H 3.793 2.332 -0.199
H 3.912 3.569 -1.456
C 0.373 -1.700 -3.933
Ge -1.074 -0.722 -3.007
C -2.727 -1.772 -3.375
C -1.287 1.073 -3.800
Ge -1.107 -1.145 -0.400
C -2.903 -0.607 0.252
C -3.410 -1.182 1.416
C -4.642 -0.782 1.910
C -5.375 0.191 1.241
C -4.877 0.759 0.077
C -3.642 0.361 -0.415
C -0.871 -3.079 -0.002
C -1.860 -3.923 -0.500
C -1.785 -5.293 -0.295
C -0.718 -5.825 0.414
C 0.273 -4.989 0.910
C 0.203 -3.620 0.693
H 0.056 -1.783 -4.975
H 0.507 -2.699 -3.521
H 1.323 -1.170 -3.899
H -3.020 -1.586 -4.410
H -3.560 -1.503 -2.726
H -2.520 -2.837 -3.267
H -1.664 0.921 -4.813
H -0.325 1.579 -3.850
H -1.983 1.692 -3.239
H -2.830 -1.937 1.938
H -5.027 -1.223 2.821
H -6.336 0.505 1.626
H -5.445 1.519 -0.444
H -3.238 0.820 -1.311
H -2.704 -3.501 -1.038
H -2.557 -5.943 -0.688
H -0.657 -6.894 0.579
H 1.104 -5.405 1.466
H 0.983 -2.971 1.070
*
```

Properties
Largest force on an atom   3.6 eV Å⁻¹
Energy above the lowest of the compared OMol25 structures with the same formula, charge and spin   246.4 kJ/mol
Highest occupied orbital energy (spin up / spin down)   -7.8794 / -7.8795 eV
Energy   -199741.2648 eV

---

[2]
Density functional theory data (ωB97M-V/def2-TZVPD) for a molecular structure, C5H9NO.

Structure (ORCA input):
```
! wB97M-V def2-TZVPD RIJCOSX def2/J DEFGRID3
* xyz 0 1
C 1.727 -0.866 -0.208
C 0.616 -0.391 0.669
N 0.769 1.033 1.189
C -0.482 1.210 0.612
O -1.463 2.095 0.876
C -0.631 0.055 -0.041
C -1.293 -0.332 -1.319
H 1.876 -0.134 -1.008
H 1.450 -1.827 -0.654
H 2.647 -0.978 0.362
H 0.406 -1.051 1.524
H 0.871 1.211 2.186
H -2.098 1.359 0.807
H -0.535 -0.355 -2.113
H -2.057 0.391 -1.638
H -1.768 -1.316 -1.286
*
```

Properties
Largest force on an atom   1.7 eV Å⁻¹
Energy above the lowest of the compared OMol25 structures with the same formula, charge and spin   279.4 kJ/mol
Highest occupied orbital energy   -7.8709 eV
Energy   -8866.3169 eV